(1)
Formula: C65H56Cl2MnN3O3S3Si2
Source: the OMol25 dataset
Level of theory: ωB97M-V/def2-TZVPD

Calculated values
* <S²>: 6.33
* highest occupied orbital energy (alpha / beta): -8.08 / -7.31 eV
* E_LUMO (alpha / beta): -0.8 / -0.8 eV
* multiplicity: 5
* total charge: 0
* relative energy (zero: lowest compared OMol25 entry of this formula, charge and spin): 0.8777 eV
* Kohn-Sham gap (alpha / beta): 7.29 / 6.47 eV
* molar mass: 1205.40 g mol⁻¹

Each line ends with the Mulliken spin population.
Atoms and positions in Å:
Mn -0.02286 -0.10102 0.14263  4.306
S 2.51571 0.06410 5.57097  0.000
C 3.50775 0.40360 6.91501  0.000
C 4.00384 1.67131 6.87331  0.000
C 3.56606 2.38311 5.72745  -0.001
C 2.74427 1.64154 4.92391  0.002
C 2.12618 2.04459 3.65590  -0.007
C 1.68044 1.05833 2.75127  -0.028
N 1.13757 1.32249 1.58586  0.090
C 1.04999 2.61484 1.19660  -0.008
C 1.43278 3.67762 2.02238  -0.009
C 1.30209 5.02452 1.54332  0.000
C 0.88295 5.26573 0.28194  0.000
C 0.56124 4.18749 -0.60876  -0.002
C 0.22454 4.37866 -1.96197  0.004
C 0.01579 3.29541 -2.77926  -0.001
C 0.10672 2.00499 -2.20206  0.022
N 0.35046 1.80846 -0.92944  0.098
C 0.60888 2.87583 -0.14289  0.025
C -0.29571 3.41120 -4.20569  0.001
C -1.03861 2.54626 -4.95878  -0.001
C -1.15686 2.96775 -6.31001  0.000
C -0.50424 4.13671 -6.55371  0.000
S 0.26235 4.73813 -5.15066  0.000
C 1.95799 3.36030 3.28718  0.004
H 3.67932 -0.35209 7.66382  0.000
H 4.66228 2.07988 7.62515  0.000
H 3.86988 3.39386 5.49580  0.000
H 1.79723 0.01130 2.99804  -0.004
H 1.56931 5.83806 2.20563  0.000
H 0.80471 6.28032 -0.08809  0.000
H 0.14403 5.38785 -2.35002  0.000
H -0.00656 1.12389 -2.81318  -0.009
H -1.52404 1.67633 -4.53711  0.000
H -1.70872 2.42628 -7.06387  0.000
H -0.42823 4.67382 -7.48489  0.000
H 2.24318 4.16294 3.95699  0.000
C -6.06373 -3.77792 3.08585  0.000
C -5.07695 -2.69060 2.76688  -0.002
C -4.47266 -2.62116 1.51500  -0.001
C -3.55935 -1.62578 1.22136  -0.026
C -3.24835 -0.66819 2.17983  0.045
C -3.83652 -0.72085 3.43437  -0.001
C -4.74261 -1.73195 3.71743  0.001
S -2.08156 0.57817 1.65619  0.047
C -1.76299 1.42999 3.19726  -0.010
O -2.74748 1.56495 0.77657  0.002
H -7.07592 -3.47542 2.80819  0.000
H -6.06587 -4.00765 4.15131  0.000
H -5.83163 -4.69078 2.53713  0.000
H -4.70511 -3.36770 0.76328  -0.001
H -3.05491 -1.59654 0.26509  0.024
H -3.59434 -0.00362 4.20522  0.000
H -5.18623 -1.78238 4.70494  -0.001
H -2.69858 1.87669 3.53053  0.001
H -1.05379 2.21866 2.95057  0.006
H -1.34703 0.76139 3.94769  0.000
Cl -5.14692 -5.81229 -1.95748  0.000
C -6.06651 -4.37332 -1.64209  0.000
C -6.90305 -4.39607 -0.53684  0.000
C -7.74504 -3.33359 -0.26817  0.000
C -7.75391 -2.25082 -1.13252  0.000
C -6.90964 -2.23822 -2.22405  0.000
Cl -6.97901 -0.85587 -3.28344  0.000
C -6.01331 -3.28409 -2.52165  0.000
N -5.22188 -3.22066 -3.65776  0.000
C -3.80786 -3.51727 -3.68505  -0.003
C -3.35941 -4.61813 -4.39794  0.000
C -2.00093 -4.85513 -4.53097  0.001
C -1.09367 -3.97533 -3.95847  0.001
C -1.53943 -2.86609 -3.25791  -0.005
C -2.90230 -2.61715 -3.11159  -0.002
C -3.43306 -1.37875 -2.42784  0.007
C -2.37045 -0.39106 -1.96033  0.018
O -2.30839 0.70190 -2.51433  0.008
O -1.60635 -0.80782 -1.01193  -0.144
H -6.89430 -5.27497 0.09353  0.000
H -8.40198 -3.35659 0.58998  0.000
H -8.40817 -1.40635 -0.96781  0.000
H -5.41435 -2.37104 -4.17047  0.000
H -4.09050 -5.28111 -4.84135  0.000
H -1.65392 -5.71996 -5.08155  0.000
H -0.02963 -4.15645 -4.04658  0.000
H -0.81951 -2.20096 -2.79636  0.007
H -4.06538 -1.66262 -1.58025  0.000
H -4.07370 -0.82922 -3.11905  0.000
C 4.15245 -3.77028 -2.25366  0.003
Si 3.69858 -2.00845 -2.67716  -0.008
C 5.16621 -0.88586 -2.38085  0.004
C 3.13459 -1.89194 -4.45501  0.004
C 2.33581 -1.44946 -1.58959  0.013
C 1.42730 -1.07696 -0.86496  -0.095
H 4.93738 -4.14692 -2.91338  0.000
H 3.28211 -4.42221 -2.34684  -0.001
H 4.51236 -3.83493 -1.22401  0.000
H 6.01612 -1.15702 -3.01087  0.000
H 5.48422 -0.94950 -1.33754  0.000
H 4.90379 0.15311 -2.58963  0.000
H 3.91832 -2.21507 -5.14377  0.000
H 2.86047 -0.86561 -4.70713  0.000
H 2.25632 -2.51934 -4.62072  -0.001
C -1.84129 -3.05627 5.29258  -0.013
C -1.00323 -1.95762 5.15680  0.009
C -0.37544 -1.71990 3.94466  0.010
C -0.53627 -2.55921 2.83857  -0.135
C -1.38323 -3.65735 3.00297  -0.016
C -2.03286 -3.89885 4.20882  0.004
Si 0.54805 -2.27928 1.28607  -0.014
C 2.29224 -2.36400 2.04525  -0.088
C 2.49961 -3.26515 3.09678  -0.009
C 3.73870 -3.40115 3.70694  -0.002
C 4.80824 -2.62126 3.28987  -0.003
C 4.62742 -1.71729 2.25301  0.003
C 3.38820 -1.59929 1.63656  0.010
C 0.28906 -3.78608 0.20539  -0.101
C -0.97504 -4.13963 -0.27016  -0.025
C -1.16630 -5.29802 -1.00738  -0.001
C -0.08945 -6.12409 -1.29519  -0.004
C 1.17853 -5.78035 -0.84906  0.000
C 1.36168 -4.62253 -0.10545  0.017
H -2.33601 -3.25468 6.23517  0.000
H -0.83269 -1.29170 5.99537  0.000
H 0.28321 -0.86271 3.87258  -0.013
H -1.53675 -4.34810 2.18364  -0.006
H -2.68323 -4.76051 4.30091  -0.001
H 1.67755 -3.87736 3.45173  0.001
H 3.86614 -4.11578 4.51077  0.000
H 5.77496 -2.71843 3.76798  0.000
H 5.45429 -1.10339 1.91629  0.000
H 3.27399 -0.90204 0.81597  0.007
H -1.82435 -3.49269 -0.07691  -0.004
H -2.15365 -5.54225 -1.37472  -0.001
H -0.23776 -7.02704 -1.87467  0.000
H 2.02726 -6.41425 -1.07680  0.000
H 2.35782 -4.36593 0.23708  -0.001



(2)
Formula: C44H40ClFN6O2SiW
Source: the OMol25 dataset
Level of theory: ωB97M-V/def2-TZVPD

Calculated values
* highest occupied orbital energy (alpha / beta): -12.20 / -12.28 eV
* E_LUMO (alpha / beta): -6.1 / -6.1 eV
* total charge: +2
* relative energy (zero: lowest compared OMol25 entry of this formula, charge and spin): 0.0000 eV
* Kohn-Sham gap (alpha / beta): 6.09 / 6.14 eV
* molar mass: 951.22 g mol⁻¹

Each line ends with the Mulliken charge.
Atoms and positions in Å:
W 0.07157 -0.05306 -0.05294  1.162
Cl 0.35294 -6.07941 4.18999  -0.182
C 0.04460 -4.59445 3.37086  0.026
C -1.24629 -4.07182 3.34262  -0.868
C -1.51755 -2.89147 2.67201  -0.439
C -0.48702 -2.22194 2.02641  -0.808
O -0.75656 -1.11238 1.32398  0.354
C 0.81422 -2.72340 2.07803  1.458
C 1.90898 -2.00502 1.48624  -1.179
N 1.83466 -0.88345 0.84264  1.294
C 3.08397 -0.30501 0.42164  -0.054
C 4.27908 -0.51667 1.06090  -0.484
C 5.47051 0.03934 0.55633  -1.252
C 5.45295 0.80444 -0.57374  -0.877
C 4.22852 1.07814 -1.22276  1.161
C 4.14544 1.87935 -2.38485  -1.030
C 2.92898 2.11228 -2.95117  -1.326
C 1.78166 1.58263 -2.33830  -0.478
N 1.81277 0.84345 -1.24634  0.613
C 3.03437 0.54564 -0.70183  -0.375
C 1.07713 -3.92133 2.75214  -1.232
H -2.04113 -4.60360 3.84870  0.482
H -2.52053 -2.48779 2.64080  0.564
H 2.88432 -2.46156 1.61458  0.805
H 4.33315 -1.08052 1.98143  0.636
H 6.39764 -0.14498 1.08068  0.452
H 6.36482 1.23033 -0.97143  0.480
H 5.05195 2.29208 -2.80973  0.528
H 2.81447 2.70264 -3.84844  0.566
H 0.81812 1.77489 -2.77550  0.722
H 2.08436 -4.31583 2.79754  0.550
C 2.54742 2.69295 2.41975  -0.814
Si 0.78263 2.07098 2.50186  0.160
C -0.37895 3.22942 3.40029  -1.313
C 0.76294 0.52359 3.54311  -1.053
N 0.16171 1.78204 0.83055  1.005
C -0.14245 2.94778 0.09181  1.606
C 0.18122 4.26890 0.43022  -0.950
C -0.19246 5.33147 -0.38071  -1.301
C -0.88656 5.13447 -1.56604  -0.708
C -1.17512 3.83771 -1.96780  -1.060
C -0.77284 2.82918 -1.13265  -0.077
F -0.92410 1.51227 -1.56784  0.237
H 3.01919 2.57707 3.39869  0.378
H 2.63855 3.74293 2.14034  0.388
H 3.13669 2.11325 1.70446  0.065
H 0.16691 3.70145 4.22209  0.362
H -1.17919 2.63795 3.85203  0.377
H -0.84371 4.01834 2.81582  0.468
H 1.00962 0.87352 4.55103  0.612
H 1.49313 -0.23996 3.28990  0.217
H -0.22587 0.06765 3.60021  0.160
H 0.72812 4.48883 1.33314  0.374
H 0.06718 6.33555 -0.07383  0.460
H -1.18133 5.97101 -2.18308  0.451
H -1.68629 3.60976 -2.89402  0.459
C -4.39955 -0.00838 -0.21806  -1.045
C -3.07212 0.10072 0.12904  -0.683
N -2.09522 -0.39293 -0.65280  0.237
C -2.42192 -0.99200 -1.79408  0.509
C -3.73415 -1.13912 -2.23098  -0.079
C -4.73581 -0.65044 -1.40388  -0.454
C -4.05556 -1.87019 -3.47021  -1.171
C -3.39676 -1.88218 -4.63037  -0.743
C -2.26269 -1.03672 -5.05189  0.923
C -1.31912 -1.52509 -5.95071  -0.629
C -0.26762 -0.68844 -6.28546  -0.329
N -0.16985 0.55516 -5.81686  -0.536
C -1.16430 0.94432 -5.02725  -0.282
N -2.18670 0.22130 -4.60021  -0.335
H -5.15952 0.39636 0.43463  0.511
H -2.75881 0.57973 1.04685  0.511
H -1.61010 -1.39590 -2.37662  0.646
H -5.77569 -0.76300 -1.68465  0.573
H -4.93453 -2.50253 -3.40274  0.468
H -3.74043 -2.58096 -5.38470  0.472
H -1.39612 -2.52140 -6.36412  0.482
H 0.51582 -1.01955 -6.95796  0.479
H -1.14280 1.97938 -4.70065  0.519
C 1.83743 -2.31237 -3.15873  -2.027
C 0.91847 -2.50940 -1.99607  0.324
O 0.49227 -1.49868 -1.40542  0.467
C 0.51909 -3.84022 -1.54213  1.146
C 1.18193 -4.97345 -2.02502  -1.037
C 0.84449 -6.22716 -1.54640  -0.924
C -0.16465 -6.35696 -0.60019  -0.730
C -0.83876 -5.23721 -0.12746  -1.004
C -0.49538 -3.97988 -0.58935  0.349
H 1.84390 -1.26392 -3.45065  0.251
H 1.53650 -2.92932 -4.00483  0.519
H 2.85192 -2.61188 -2.88263  0.391
H 1.96752 -4.87995 -2.76278  0.472
H 1.36357 -7.10230 -1.91186  0.452
H -0.43022 -7.33870 -0.23057  0.472
H -1.63042 -5.34644 0.60179  0.554
H -1.02442 -3.11056 -0.22290  0.509



(3)
Formula: C15H23BCoN6Si
Source: the OMol25 dataset
Level of theory: ωB97M-V/def2-TZVPD

Calculated values
* <S²>: 3.77
* highest occupied orbital energy (alpha / beta): -5.20 / -7.71 eV
* E_LUMO (alpha / beta): -0.3 / -0.5 eV
* multiplicity: 4
* total charge: 0
* relative energy (zero: lowest compared OMol25 entry of this formula, charge and spin): 4.7434 eV
* Kohn-Sham gap (alpha / beta): 4.89 / 7.24 eV
* molar mass: 385.22 g mol⁻¹

Each line ends with the Mulliken spin population.
Atoms and positions in Å:
H -3.33262 -2.10213 2.41210  0.004
N -3.46545 -1.00416 0.58189  0.029
B -3.35260 -0.24193 -1.84446  -0.050
N -3.14141 -1.30212 -0.73549  0.065
C -2.73908 -2.58824 -0.78798  0.008
Co -4.05273 0.57655 1.07830  1.780
H -2.43619 -3.04390 -1.72164  0.001
C -2.71990 -3.11393 0.49701  0.017
H -2.40379 -4.11158 0.77076  0.000
C -3.17809 -2.11301 1.34155  0.001
H -4.44883 -0.21350 -2.29606  0.006
C 2.85677 1.56925 -0.14816  0.288
H 3.52495 2.42426 0.11166  -0.036
H 1.90936 2.11744 -0.24571  -0.007
H 3.25465 1.32689 -1.14338  0.019
N -2.31157 -0.60722 -2.93372  -0.001
N -2.81722 1.11078 -1.31252  0.071
N -1.13227 -1.21634 -2.56269  0.001
N -3.06969 1.53207 -0.01463  0.034
C -2.36305 -0.44078 -4.27891  0.000
C -2.11983 2.08215 -1.94617  0.007
H -3.23033 0.00600 -4.74950  0.000
H -1.87651 2.01553 -2.98895  0.000
C -1.17025 -0.92261 -4.80559  0.001
C -1.82768 3.10061 -1.02779  0.018
C -0.42996 -1.38339 -3.69562  0.000
C -2.43495 2.73615 0.17596  0.009
H -0.87011 -0.93930 -5.83965  0.000
H -1.25948 3.98360 -1.22244  0.000
H 0.55719 -1.83353 -3.69473  -0.001
H -2.47510 3.23916 1.12669  0.001
H 2.42289 0.51372 0.14741  0.358
C 4.16775 1.27379 4.93941  0.022
Si 4.48279 -0.06687 3.69757  0.042
C 6.30243 -0.23257 3.36031  0.016
C 3.74012 -1.68049 4.22761  0.035
C 3.68404 0.40637 2.10108  0.390
C 3.13130 0.68501 1.04700  -0.136
H 5.11299 1.56632 5.40839  -0.004
H 3.48826 0.89840 5.71144  0.005
H 3.71667 2.15205 4.46146  -0.002
H 6.87874 0.33551 4.09788  -0.002
H 6.62046 -1.27768 3.42252  0.005
H 6.57071 0.14056 2.36370  0.002
H 3.13789 -1.52628 5.12874  -0.001
H 3.09437 -2.08510 3.43760  0.006
H 4.53095 -2.40562 4.44881  0.000



- Among the records above, which one has the lowest relative energy (zero: lowest compared OMol25 entry of this formula, charge and spin)?
  C44H40ClFN6O2SiW